[1]
The following is a DFT calculation (wB97M-V/def2-TZVPD) of a molecular structure, C5H7Br in a non-equilibrium geometry.

Output
- E_tot: -75336.976 eV
- Strongest force on any atom: 5.88 eV Å⁻¹
- Kohn-Sham gap: 9.6763 eV
- E_HOMO: -8.81 eV
- 2S+1: 1
- LUMO: 0.86 eV

```
13
Properties=species:S:1:pos:R:3:forces:R:3:lowdin_charge:R:1
C -0.3340 -1.1430 0.5141 -1.23 -1.49 1.13 -0.196
C 0.6445 -1.7294 -0.1496 -0.33 5.27 -2.58 -0.707
C 0.5849 0.0367 -1.1917 -2.15 -3.76 2.00 0.035
C -0.5440 0.2046 -0.0882 -0.20 -1.94 -0.97 -0.482
C -0.2958 1.3738 0.7676 0.29 2.49 0.06 -0.115
Br 1.7205 -3.1514 -0.1768 0.58 -1.24 0.11 0.765
H -0.9411 -1.6182 1.3126 0.41 0.42 -0.25 0.110
H 1.4471 0.6409 -0.9283 0.11 -0.06 -0.99 0.068
H 0.0478 -0.1476 -2.1703 1.74 0.51 0.78 0.094
H -1.5892 0.3394 -0.5330 1.33 -0.28 0.38 0.153
H 0.6098 1.4539 1.4577 -1.20 -0.66 -0.97 0.110
H -1.2320 1.6763 1.2815 0.79 0.01 0.00 0.082
H -0.1184 2.0641 -0.0955 -0.13 0.73 1.29 0.083
```
Forces are in eV/Å.

[2]
The following is a DFT calculation (wB97M-V/def2-TZVPD) of C5H7Br in the gas phase in a non-equilibrium geometry.

Output
- E_tot: -75338.380 eV
- Strongest force on any atom: 3.89 eV Å⁻¹
- Kohn-Sham gap: 9.9052 eV
- E_HOMO: -9.08 eV
- 2S+1: 1
- SMILES: BrC=C1CCC1
- LUMO: 0.83 eV

```
13
Properties=species:S:1:pos:R:3:forces:R:3:lowdin_charge:R:1
Br 2.0161 -3.1640 -0.0574 -0.29 1.24 -0.63 0.607
C 1.6930 -1.4301 -0.8963 0.70 1.88 -1.13 -0.542
C 0.8540 -0.5164 -0.4093 -2.87 -0.92 1.45 -0.311
C -0.1967 -0.8133 0.7095 2.02 -0.46 0.13 -0.201
C -0.8726 0.6093 0.5513 1.05 -2.28 1.11 -0.164
C 0.0339 0.8818 -0.6730 2.58 -1.53 -2.47 -0.108
H 2.3022 -1.1280 -1.7968 -0.35 -1.09 1.13 0.070
H 0.3288 -1.1840 1.6379 -0.79 0.96 -0.43 0.107
H -0.8136 -1.6598 0.4260 -0.32 0.00 -0.24 0.092
H -1.9351 0.3439 0.4705 0.20 1.24 -0.44 0.102
H -0.6189 1.1309 1.4851 -0.43 0.53 -0.71 0.103
H -0.3782 0.7107 -1.7465 0.21 0.84 1.99 0.130
H 0.8446 1.6813 -0.6976 -1.73 -0.40 0.25 0.114
```
Forces are in eV/Å.

[3]
The following is a DFT calculation (wB97M-V/def2-TZVPD) of 2 unconnected molecules or ions with the total composition C5H7Br in a non-equilibrium geometry.

Output
- E_tot: -75336.279 eV
- Strongest force on any atom: 5.67 eV Å⁻¹
- Kohn-Sham gap: 9.9922 eV
- E_HOMO: -9.05 eV
- 2S+1: 1
- LUMO: 0.94 eV

```
13
Properties=species:S:1:pos:R:3:forces:R:3:lowdin_charge:R:1
C -0.5459 2.2860 -0.4687 1.33 -1.21 0.57 -0.047
C -0.8299 1.3421 0.3833 4.44 -3.49 -0.46 0.035
C 0.1400 -1.2108 -0.6662 1.05 -2.03 -1.35 -0.265
C 0.1308 -1.6013 0.7983 -1.20 -1.47 -0.13 -0.176
C 0.5630 -0.2561 0.3171 -2.63 3.24 0.33 -0.777
Br 2.3871 0.2556 0.3305 0.07 0.24 0.21 0.697
H -1.1123 3.1425 -0.5203 -1.41 1.91 -0.20 0.026
H 0.4079 2.3105 -1.0047 -0.44 -0.40 -0.13 0.063
H -1.3478 1.0387 1.2428 -1.35 0.24 0.49 0.047
H 0.8873 -1.7973 -1.1864 0.64 0.33 -0.01 0.088
H -0.6681 -1.2446 -1.3468 -1.43 0.88 0.06 0.090
H -0.8960 -1.8559 1.1995 1.45 0.83 0.02 0.116
H 0.8839 -2.4093 0.9218 -0.52 0.95 0.62 0.103
```
Forces are in eV/Å.

[4]
The following is a DFT calculation (wB97M-V/def2-TZVPD) of 4 unconnected molecules or ions with the total composition C5H7Br2Cl9.

Output
- E_tot: -258085.225 eV
- Strongest force on any atom: 0.97 eV Å⁻¹
- Kohn-Sham gap: 10.8861 eV
- E_HOMO: -10.49 eV
- 2S+1: 1
- SMILES: ClC(Cl)Cl.ClC(Cl)Cl.ClC(Cl)Cl.BrCCBr
- LUMO: 0.39 eV

```
23
Properties=species:S:1:pos:R:3:forces:R:3:lowdin_charge:R:1
Cl -1.7915 3.3556 -2.7980 -0.16 -0.08 -0.20 0.535
C -0.3393 3.0573 -1.8534 -0.18 0.11 0.11 -1.539
Cl 1.0791 2.9007 -2.8839 -0.12 0.02 0.03 0.529
Cl -0.5580 1.6373 -0.8128 0.10 0.22 -0.12 0.519
H -0.2176 3.9388 -1.2374 0.20 -0.16 0.17 0.012
Cl 3.3064 0.4287 -2.3408 -0.43 -0.27 -0.33 0.479
C 2.1676 -0.7438 -3.0747 0.69 -0.09 0.39 -1.515
Cl 1.1724 -1.4578 -1.7979 -0.10 0.05 -0.28 0.522
Cl 3.0904 -1.9843 -3.9132 0.10 -0.28 -0.08 0.532
H 1.5554 -0.2978 -3.8474 -0.17 0.41 0.38 0.011
Cl -4.3466 0.8364 0.5797 0.18 -0.11 0.05 0.508
C -3.6512 -0.0610 1.9411 -0.95 -0.17 -0.04 -1.553
Cl -4.9565 -0.9523 2.7866 0.34 0.15 -0.14 0.497
Cl -2.8422 1.0246 3.0430 0.28 0.03 0.10 0.531
H -2.9718 -0.8080 1.5568 0.20 0.13 0.02 -0.072
Br 3.1612 -0.2771 2.0178 -0.34 0.05 0.10 0.608
C 1.2300 -0.6159 1.7831 0.59 -0.03 0.05 -0.695
C 1.0248 -2.1086 1.9348 0.22 0.49 0.03 -0.680
Br -0.7789 -2.5415 1.2774 0.54 -0.13 0.12 0.647
H 1.0282 -0.2659 0.7772 -0.12 -0.06 0.01 -0.032
H 0.7094 -0.0114 2.5180 -0.06 -0.06 0.01 0.054
H 1.1163 -2.4410 2.9648 -0.31 0.08 0.05 0.059
H 1.8122 -2.6130 1.3791 -0.51 -0.30 -0.40 0.043
```
Forces are in eV/Å.

[5]
The following is a DFT calculation (wB97M-V/def2-TZVPD) of 2 unconnected molecules or ions with the total composition C5H7BrF2O4S in a non-equilibrium geometry.

Output
- E_tot: -99796.715 eV
- Strongest force on any atom: 3.69 eV Å⁻¹
- Kohn-Sham gap: 8.2522 eV
- E_HOMO: -8.96 eV
- 2S+1: 1
- LUMO: -0.71 eV

```
20
Properties=species:S:1:pos:R:3:forces:R:3:lowdin_charge:R:1
C 1.3139 -0.2969 0.7650 1.33 2.50 1.29 -0.442
C -1.8662 -0.8950 0.7593 2.80 1.38 1.71 -0.039
C -1.4697 -0.3196 -1.6329 1.58 -1.00 -2.05 -0.066
C -0.7981 -0.6937 -0.2875 0.02 -2.16 -0.92 -0.391
C 1.8834 0.3122 1.8597 -2.62 -2.14 -1.48 -0.308
O 2.1389 -1.0399 0.0075 -1.62 -1.65 1.25 -0.567
O 2.0203 2.2668 -0.1850 1.26 0.06 0.75 -0.423
O -0.0935 3.2136 -0.8056 -1.64 1.25 0.18 -0.383
O 0.1302 0.2431 0.3679 -0.18 -0.67 -1.81 -0.140
F 1.1420 0.9186 2.7658 0.84 0.16 -0.03 0.173
F 3.0488 -0.0858 2.2210 1.31 0.54 1.05 0.199
S 0.8768 2.2181 -1.0186 0.38 -0.71 -1.10 0.827
Br 3.1130 -0.4747 -1.3791 0.71 0.79 -1.30 0.839
H -2.1315 0.1432 1.0580 0.28 -0.76 0.54 0.114
H -2.7523 -1.3323 0.5341 -2.47 -1.60 -1.49 0.041
H -1.3903 -1.5374 1.5331 -0.54 0.96 0.16 0.105
H -2.2757 0.4147 -1.5623 0.47 0.29 0.03 0.074
H -1.9925 -1.2793 -1.9830 0.76 1.21 0.65 0.102
H -0.6978 -0.1079 -2.5304 -1.74 -0.09 2.18 0.117
H -0.1996 -1.6679 -0.4870 -0.93 1.63 0.38 0.168
```
Forces are in eV/Å.

[6]
The following is a DFT calculation (wB97M-V/def2-TZVPD) of C5H7BrF3N in the gas phase in a non-equilibrium geometry.

Output
- E_tot: -84980.900 eV
- Strongest force on any atom: 3.62 eV Å⁻¹
- Kohn-Sham gap: 10.1139 eV
- E_HOMO: -9.61 eV
- 2S+1: 1
- LUMO: 0.50 eV

```
17
Properties=species:S:1:pos:R:3:forces:R:3:lowdin_charge:R:1
C -0.9790 0.3513 -0.8436 2.30 2.20 -0.34 -0.043
C 0.4589 -0.1659 -1.3197 -1.58 -2.42 0.02 -0.422
C 1.7170 0.3049 -0.5913 -0.22 -1.23 1.09 -0.470
C -1.3285 -0.4168 0.3970 0.50 -0.45 -1.44 -0.398
C -0.9403 0.8570 2.3462 -1.28 1.87 1.02 -0.100
N -0.6255 -0.1226 1.5736 1.11 0.36 0.88 0.067
F 0.5755 0.1721 -2.6341 0.32 0.77 -1.19 -0.024
F -1.1665 -1.7682 0.1846 0.43 -0.61 -0.22 0.020
F -0.0193 1.0561 3.3266 -0.12 -0.86 -0.92 -0.023
Br 2.7728 -1.2407 0.1021 -0.35 0.11 0.04 0.603
H -1.0780 1.5596 -0.7371 0.70 -2.92 0.34 0.185
H -1.7174 0.1910 -1.6233 0.14 -0.67 -0.13 0.114
H 0.4482 -1.3673 -1.3794 -0.14 2.72 0.65 0.157
H 2.4065 0.6412 -1.3338 0.18 1.02 -0.15 0.046
H -2.3294 -0.3314 0.4890 -3.32 0.78 1.21 0.118
H 1.5746 0.8841 0.3365 0.07 0.23 -1.00 0.058
H 0.2304 -0.6044 1.7068 1.24 -0.90 0.13 0.113
```
Forces are in eV/Å.